Below is a molecular structure, C3H5N3O, with properties calculated with ωB97M-V/def2-TZVPD.

CARTESIAN COORDINATES (ANGSTROEM)
C  -0.606  1.888  -1.330
C  -0.030  -0.143  -0.041
C  -1.204  -0.159  0.810
H  -0.407  1.935  -2.495
H  -2.009  1.769  -1.419
H  -0.359  2.826  -1.073
H  0.887  -1.930  0.575
H  2.051  0.028  -0.645
N  0.305  0.874  -0.868
N  0.896  -1.007  0.522
N  -1.877  -0.660  1.867
O  1.951  -1.074  -0.277

Properties
- HOMO-LUMO gap (eV) = 8.72
- E_tot (Eh) = -356.5418
- energy above the lowest of the compared OMol25 structures with the same formula, charge and spin (kJ/mol) = 828.5
- multiplicity = 1

Charges obtained by natural (NBO) population analysis, quoted in units of e: C -0.40; C 0.26; C 0.20; H 0.21; H 0.17; H 0.20; H 0.40; H 0.50; N -0.49; N -0.26; N -0.24; O -0.56

=====

Below is 2 unconnected molecules or ions with the total composition C14H25N2O2, with properties calculated with ωB97M-V/def2-TZVPD.

CARTESIAN COORDINATES (ANGSTROEM)
C  -0.922  0.293  2.320
N  -1.355  1.335  1.358
C  -1.433  0.983  -0.034
C  -0.467  1.469  -0.929
C  -0.493  1.046  -2.261
C  -1.532  0.223  -2.718
C  -2.515  -0.234  -1.825
C  -2.444  0.115  -0.473
C  -1.537  2.564  1.807
H  -0.580  -0.585  1.761
H  -0.092  0.715  2.901
H  -1.735  0.007  3.000
H  0.309  2.149  -0.565
H  0.305  1.352  -2.941
H  -1.566  -0.082  -3.764
H  -3.324  -0.878  -2.173
H  -3.183  -0.254  0.245
H  -1.893  3.325  1.113
H  -1.542  2.687  2.899
C  3.380  5.675  4.094
O  2.229  5.828  3.266
C  1.344  4.726  3.329
C  0.008  5.171  2.751
N  0.001  5.233  1.329
C  -0.834  6.267  0.754
C  -0.179  6.901  -0.471
O  0.719  5.967  -1.048
C  0.980  6.145  -2.433
H  3.859  6.657  4.116
H  3.143  5.371  5.132
H  4.079  4.937  3.671
H  1.756  3.868  2.764
H  1.143  4.425  4.375
H  -0.712  4.403  3.023
H  -0.260  6.142  3.209
H  0.927  5.197  0.931
H  -1.788  5.825  0.437
H  -1.043  7.069  1.479
H  -0.983  7.167  -1.180
H  0.368  7.808  -0.149
H  1.345  5.177  -2.784
H  0.082  6.424  -3.013
H  1.760  6.895  -2.621

Properties
- net charge = +1
- HOMO-LUMO gap (eV) = 6.87
- E_tot (Eh) = -808.1101
- energy above the lowest of the compared OMol25 structures with the same formula, charge and spin (kJ/mol) = 99.3
- multiplicity = 1

Charges obtained by natural (NBO) population analysis, quoted in units of e: C -0.43; N -0.25; C 0.05; C -0.21; C -0.19; C -0.17; C -0.20; C -0.17; C 0.13; H 0.25; H 0.24; H 0.24; H 0.24; H 0.24; H 0.24; H 0.24; H 0.23; H 0.26; H 0.23; C -0.25; O -0.54; C -0.07; C -0.21; N -0.66; C -0.22; C -0.07; O -0.56; C -0.24; H 0.21; H 0.17; H 0.17; H 0.16; H 0.17; H 0.14; H 0.20; H 0.40; H 0.16; H 0.19; H 0.18; H 0.18; H 0.19; H 0.17; H 0.18

=====

Below is a molecular structure, C3H6N2O3, with properties calculated with ωB97M-V/def2-TZVPD.

CARTESIAN COORDINATES (ANGSTROEM)
C  2.839  0.151  0.309
C  -0.562  0.014  0.111
C  -2.902  0.085  -0.329
H  2.223  0.917  -1.426
H  3.741  -0.320  0.962
H  1.675  -1.374  0.993
H  -0.545  1.133  -0.429
H  -0.564  0.361  1.488
H  -3.847  -0.117  -0.946
N  3.203  0.774  -0.793
N  1.586  -0.346  0.816
O  0.667  -0.653  -0.247
O  -1.806  -1.000  -0.437
O  -2.919  1.015  0.515

Properties
- HOMO-LUMO gap (eV) = 10.88
- E_tot (Eh) = -452.8970
- energy above the lowest of the compared OMol25 structures with the same formula, charge and spin (kJ/mol) = 798.2
- multiplicity = 1

Charges obtained by natural (NBO) population analysis, quoted in units of e: C 0.23; C 0.16; C 0.62; H 0.33; H 0.18; H 0.39; H 0.20; H 0.24; H 0.17; N -0.62; N -0.35; O -0.43; O -0.56; O -0.55

=====

Below is a molecular structure, C32H49IrN9O6PS, with properties calculated with ωB97M-V/def2-TZVPD.

CARTESIAN COORDINATES (ANGSTROEM)
Ir  0.379  0.471  0.550
C  3.523  1.698  -2.053
C  2.507  0.806  -1.408
O  1.709  1.382  -0.613
C  2.496  -0.561  -1.724
C  1.538  -1.505  -1.407
C  1.667  -2.864  -2.027
N  0.454  -1.249  -0.620
N  -0.401  -2.251  -0.617
C  -1.735  -1.973  -0.401
O  -2.232  -0.876  -0.610
C  -2.557  -3.150  0.000
C  -2.011  -4.425  0.139
C  -2.813  -5.482  0.538
C  -4.161  -5.273  0.798
C  -4.711  -4.006  0.652
C  -3.912  -2.948  0.249
H  3.429  2.711  -1.670
H  3.384  1.701  -3.135
H  4.526  1.319  -1.854
H  3.284  -0.887  -2.389
H  2.631  -2.958  -2.519
H  0.875  -3.024  -2.758
H  1.553  -3.643  -1.275
H  -0.962  -4.581  -0.070
H  -2.388  -6.472  0.642
H  -4.785  -6.100  1.107
H  -5.763  -3.847  0.844
H  -4.324  -1.957  0.117
N  -4.570  3.792  5.601
C  -3.366  3.700  4.947
C  -2.984  4.675  4.017
C  -1.793  4.565  3.329
C  -0.964  3.472  3.558
C  -1.324  2.500  4.485
C  -2.513  2.610  5.174
S  0.513  3.283  2.642
O  0.952  4.567  2.191
O  1.399  2.434  3.392
N  0.084  2.368  1.352
C  -0.759  2.757  0.368
N  -0.891  1.677  -0.452
C  -1.697  1.734  -1.501
C  -2.391  2.905  -1.743
C  -2.212  3.950  -0.844
N  -1.407  3.898  0.215
H  -5.036  4.682  5.607
H  -4.699  3.243  6.432
H  -3.629  5.528  3.844
H  -1.493  5.317  2.613
H  -0.655  1.668  4.672
H  -2.789  1.862  5.908
H  -1.784  0.844  -2.107
H  -3.055  2.995  -2.588
H  -2.751  4.881  -0.979
C  -3.048  1.094  1.681
C  -2.404  -0.081  2.360
O  -0.981  -0.302  2.080
C  -0.400  -1.164  3.099
C  -0.128  -2.564  2.610
H  -4.088  1.101  2.016
H  -3.056  0.999  0.602
H  -2.604  2.037  1.997
H  -2.920  -1.011  2.110
H  -2.464  0.079  3.437
H  -1.109  -1.203  3.924
H  0.501  -0.668  3.445
H  -1.045  -3.055  2.290
H  0.286  -3.145  3.437
H  0.590  -2.575  1.792
C  3.646  -2.588  0.872
N  4.044  -1.753  1.987
C  5.427  -1.918  2.407
P  3.157  -0.502  2.594
O  1.951  -0.351  1.706
N  4.005  0.890  2.723
C  3.967  1.926  1.701
C  4.957  1.182  3.786
N  2.885  -0.941  4.157
C  2.421  0.008  5.164
C  2.914  -2.314  4.639
H  3.839  -3.638  1.110
H  4.197  -2.338  -0.041
H  2.584  -2.466  0.683
H  5.641  -2.977  2.565
H  5.612  -1.399  3.345
H  6.125  -1.534  1.656
H  3.133  1.768  1.030
H  4.903  1.945  1.133
H  3.823  2.897  2.177
H  4.989  0.382  4.520
H  4.670  2.107  4.292
H  5.961  1.312  3.371
H  2.346  1.009  4.750
H  3.105  0.016  6.017
H  1.434  -0.288  5.533
H  3.174  -3.001  3.839
H  1.937  -2.596  5.040
H  3.647  -2.415  5.445

Properties
- ⟨S²⟩ = 0.77
- net charge = +1
- HOMO-LUMO gap (spin up / spin down) (eV) = 7.94 / 6.21
- E_tot (Eh) = -3036.7732
- energy above the lowest of the compared OMol25 structures with the same formula, charge and spin (kJ/mol) = 46.6
- multiplicity = 2

Charges obtained by Mulliken population analysis, quoted in units of e: Ir 2.82; C -1.77; C 0.81; O -0.66; C -1.31; C 1.52; C -1.57; N 0.40; N -0.62; C -0.39; O -0.45; C 0.87; C -0.12; C -0.80; C -0.44; C -0.83; C -0.48; H 0.29; H 0.48; H 0.41; H 0.52; H 0.45; H 0.38; H 0.30; H 0.42; H 0.43; H 0.41; H 0.42; H 0.48; N -0.54; C 0.97; C -0.85; C -0.19; C -0.92; C -0.07; C -0.66; S 1.07; O -0.78; O -0.52; N -0.78; C 0.42; N -0.26; C -0.20; C -0.99; C -0.55; N -0.36; H 0.22; H 0.22; H 0.33; H 0.50; H 0.41; H 0.32; H 0.63; H 0.45; H 0.49; C -0.80; C -0.65; O -0.30; C 0.14; C -1.26; H 0.64; H 0.05; H -0.24; H 0.33; H 0.73; H 0.95; H -0.95; H 0.43; H 0.60; H -0.11; C -0.53; N 0.65; C -1.13; P -1.33; O 1.73; N 0.98; C -0.82; C -1.24; N 0.58; C -1.38; C -1.29; H 0.38; H 0.32; H -0.38; H 0.38; H 0.33; H 0.27; H -0.13; H 0.26; H 0.32; H 0.41; H 0.32; H 0.34; H 0.32; H 0.33; H 0.41; H 0.31; H 0.36; H 0.32